[1]
{
  "formula": "H28O14",
  "method": "ωB97M-V/def2-TZVPD",
  "homo_energy_ev": -9.98,
  "gap_ev": 9.619,
  "lumo_ev": -0.365,
  "species": ["H", "O", "O", "H", "O", "O", "H", "O", "O", "H", "O", "H", "H", "O", "H", "H", "H", "H", "O", "O", "H", "H", "H", "O", "H", "H", "O", "O", "H", "H", "H", "H", "H", "H", "H", "H", "H", "O", "H", "H", "H", "H"],
  "positions_angstrom": [[2.944, -0.777, -0.275], [-0.936, 0.933, 2.040], [-2.351, -1.332, 2.717], [-1.609, 1.342, 2.600], [0.865, 3.108, 1.851], [-1.262, 3.027, -0.796], [-2.380, -3.351, -0.825], [1.562, -0.371, 2.796], [-1.944, -1.051, -2.389], [0.245, 0.048, -0.837], [-2.365, -2.887, 0.020], [-1.063, -1.449, -2.426], [0.137, -3.283, -1.768], [0.197, -0.430, -0.006], [2.460, -0.790, 1.237], [-0.043, 0.247, 0.633], [0.585, 0.636, -2.910], [0.151, 2.499, 1.966], [2.434, 1.503, -0.763], [0.185, 1.214, -2.238], [0.124, -2.811, -3.227], [-3.615, 0.362, 0.339], [2.972, 2.256, -0.857], [0.291, -2.516, -2.312], [1.429, 0.355, 3.407], [-0.979, 2.571, -1.582], [-2.857, 0.474, -0.248], [2.882, -1.285, -2.120], [-0.206, 0.708, 2.629], [-1.799, -0.360, -1.682], [-1.819, -2.138, -0.188], [0.896, 1.497, -1.696], [1.014, 3.333, 2.779], [1.636, -1.152, 3.340], [-2.028, -0.660, 2.127], [-1.565, 3.853, -1.186], [-2.339, 0.771, 0.478], [3.234, -0.760, 0.667], [2.665, 1.257, 0.091], [-3.283, -0.991, 2.896], [2.005, -1.634, -2.216], [3.531, -1.969, -2.068]]
}



[2]
{
  "formula": "C27H44N6O4ReS",
  "method": "ωB97M-V/def2-TZVPD",
  "multiplicity": 2,
  "homo_energy_ev": [-12.28, -12.07],
  "total_charge": 2,
  "gap_ev": [6.479, 6.269],
  "lumo_ev": [-5.803, -5.802],
  "species": ["C", "O", "H", "H", "C", "N", "H", "H", "H", "H", "C", "H", "H", "C", "C", "C", "C", "N", "H", "C", "H", "C", "H", "H", "O", "H", "H", "H", "N", "N", "S", "C", "H", "H", "H", "N", "H", "H", "H", "C", "C", "H", "C", "H", "O", "H", "H", "C", "H", "H", "H", "C", "H", "H", "Re", "H", "H", "C", "H", "C", "H", "H", "H", "C", "H", "H", "C", "H", "H", "C", "H", "H", "H", "H", "C", "C", "C", "C", "O", "C", "C", "N", "C"],
  "positions_angstrom": [[2.192, 2.746, 1.549], [1.108, -1.840, 3.310], [1.931, 0.756, -1.425], [-2.751, 0.290, -3.909], [-0.071, -0.377, -3.594], [-1.893, -1.629, -1.116], [-0.811, -1.050, -3.171], [2.181, -0.277, 0.466], [1.703, 2.408, 0.634], [-0.051, -3.738, -2.333], [3.583, -0.380, -1.966], [-2.587, 1.047, 5.367], [0.752, -0.294, -2.870], [0.661, 1.598, 3.353], [-1.161, 3.794, -1.548], [-0.563, 1.390, 2.683], [-3.170, 0.983, 2.850], [-0.609, 1.427, 1.227], [-3.202, 1.498, 0.717], [-0.850, 2.616, 0.680], [-1.941, 0.112, -5.478], [4.070, 0.479, -3.129], [0.291, -3.233, -0.670], [-4.915, -2.721, -1.871], [-0.378, -1.691, 1.375], [5.739, -0.732, -3.583], [4.660, 1.321, -2.773], [-3.821, 1.266, 3.677], [-2.903, -3.483, -1.634], [2.789, 0.390, -1.013], [0.972, -1.912, 1.906], [-0.878, 1.883, -2.719], [-4.706, 1.780, 1.581], [1.769, 3.718, 1.816], [2.716, -0.224, 3.249], [4.945, -0.318, -4.070], [-3.649, -0.366, -1.249], [3.232, 0.859, -3.709], [0.461, 1.054, -5.769], [-1.108, 3.275, -2.826], [-0.485, 1.379, 5.472], [1.196, 1.977, -4.430], [2.045, 1.756, 2.708], [4.426, -1.078, -4.510], [1.774, -0.286, 1.403], [-3.045, -4.458, -1.840], [-3.360, 2.896, 1.797], [-1.675, 1.190, 4.799], [-3.150, -1.126, 3.423], [-0.601, -4.720, -0.970], [2.964, -1.199, -2.337], [-0.447, -3.696, -1.315], [-2.485, 1.708, -4.934], [-1.223, 3.834, -3.745], [-0.771, -0.127, -0.110], [-2.879, -0.845, 1.700], [3.633, 0.494, 1.915], [-0.961, 2.707, -0.690], [3.310, 1.177, -0.631], [-1.756, 1.207, 3.405], [3.257, 2.908, 1.340], [1.607, 1.751, 5.269], [-4.502, -0.662, 2.375], [-3.439, -0.503, 2.574], [2.690, 2.126, 3.507], [-0.932, 3.501, 1.306], [-0.686, 0.985, -3.928], [-0.191, 2.622, -5.302], [0.311, -0.838, -4.510], [2.645, 0.403, 2.370], [5.316, 0.271, -4.815], [-1.318, 4.823, -1.252], [4.432, -0.822, -1.439], [-0.459, 1.373, 6.554], [-3.881, -2.512, -1.647], [0.669, 1.593, 4.746], [-1.720, -2.936, -1.302], [-3.249, -1.362, -1.334], [1.790, -2.796, 1.142], [0.251, 1.704, -4.915], [-3.619, 1.841, 1.664], [-0.814, 1.524, -1.419], [-2.051, 0.762, -4.605]]
}



[3]
{
  "formula": "C21H20BiF5O",
  "method": "ωB97M-V/def2-TZVPD",
  "homo_energy_ev": [-0.03, 1.13],
  "total_charge": -2,
  "gap_ev": [4.786, 3.646],
  "lumo_ev": [4.758, 4.781],
  "species": ["H", "C", "C", "C", "H", "F", "H", "H", "H", "H", "C", "H", "H", "C", "C", "C", "C", "F", "H", "H", "H", "C", "C", "C", "C", "C", "C", "F", "H", "C", "O", "Bi", "H", "C", "C", "H", "H", "H", "H", "C", "F", "H", "H", "H", "C", "C", "C", "F"],
  "positions_angstrom": [[-3.364, 0.247, -0.580], [-0.954, 2.647, -1.830], [2.127, 4.528, 2.479], [2.265, 2.629, 3.954], [0.023, 2.689, -2.347], [1.141, 4.312, 0.357], [-1.455, 0.176, 3.386], [0.797, -2.645, -3.636], [-3.378, -2.299, 0.342], [-1.476, -2.863, -2.424], [-1.063, 0.088, -3.568], [-2.769, -1.703, -2.796], [0.841, -3.610, -1.503], [0.882, -3.489, 0.742], [1.228, -3.143, -0.598], [-0.829, -1.236, -3.669], [1.628, -2.652, 1.620], [3.195, 4.722, 4.596], [-2.469, 1.801, 1.464], [0.187, -4.271, 1.041], [0.444, -2.024, -5.250], [2.453, -1.800, 0.823], [2.197, -2.096, -0.546], [-2.311, -1.455, 2.118], [2.539, 3.974, 3.688], [0.486, -1.751, -4.187], [-1.888, -0.160, 2.444], [1.334, 0.543, 3.302], [-2.249, -2.845, -4.022], [-2.273, 0.732, 1.347], [-0.982, 2.683, -0.558], [-0.022, 0.915, 0.445], [-0.301, 0.814, -3.869], [1.106, 2.396, 1.810], [1.562, 1.870, 3.017], [2.663, -1.614, -1.404], [1.283, -0.999, -4.110], [-1.914, 2.649, -2.376], [-2.029, 0.454, -3.206], [-2.912, -0.122, 0.342], [2.682, 2.070, 5.108], [-2.228, -2.334, 2.760], [1.589, -2.653, 2.710], [3.184, -1.086, 1.204], [-1.882, -2.209, -3.205], [1.438, 3.733, 1.552], [-2.929, -1.433, 0.832], [2.402, 5.821, 2.203]]
}



[4]
{
  "formula": "C34H29BrNNdO6P2S2",
  "method": "ωB97M-V/def2-TZVPD",
  "multiplicity": 4,
  "homo_energy_ev": [-7.37, -7.36],
  "gap_ev": [7.336, 7.320],
  "lumo_ev": [-0.038, -0.038],
  "species": ["H", "C", "H", "H", "P", "C", "H", "C", "H", "H", "H", "H", "C", "C", "C", "O", "H", "H", "H", "H", "O", "C", "C", "C", "C", "H", "C", "C", "Nd", "C", "H", "C", "Br", "S", "C", "C", "C", "H", "H", "H", "C", "O", "H", "C", "O", "H", "H", "C", "C", "C", "C", "C", "H", "C", "C", "C", "P", "C", "H", "H", "H", "S", "C", "O", "N", "C", "C", "H", "C", "H", "H", "C", "H", "C", "O", "H"],
  "positions_angstrom": [[1.505, -4.499, 4.976], [0.102, -3.189, 2.186], [0.600, 0.791, 4.318], [-2.906, -1.124, 2.798], [0.729, -1.110, 0.475], [-0.565, -2.509, -1.603], [-1.502, -2.065, 6.738], [2.326, 0.144, -3.186], [-1.440, -1.953, -1.293], [3.682, -0.679, -4.622], [0.225, 4.589, -4.104], [0.479, -4.781, -3.900], [2.655, -0.410, -4.403], [1.378, -3.856, 4.112], [-2.331, -1.685, 4.792], [-1.922, 4.749, -2.826], [-1.544, -3.527, -3.223], [0.749, 5.360, -2.595], [-6.188, 3.058, 1.074], [-3.154, -2.379, 4.921], [3.966, 4.678, -0.867], [-0.770, -0.269, 0.479], [1.045, -2.202, 1.899], [0.379, 4.432, -3.041], [0.139, 0.238, -3.745], [-0.466, -4.780, 3.507], [-3.492, 1.073, 0.531], [-0.218, 0.096, 4.458], [0.280, 1.718, -0.637], [-3.173, 2.429, 2.489], [-0.480, -0.507, -5.669], [2.908, 3.935, -1.166], [-1.613, 0.701, -3.215], [0.219, 2.387, 2.055], [-0.967, 4.147, -2.396], [-1.401, -1.510, 5.812], [2.313, -2.870, 3.836], [-0.770, -3.296, 1.548], [3.172, -2.737, 4.485], [-5.356, 1.351, -0.506], [1.707, -3.922, -2.356], [-0.933, 3.289, -1.413], [2.855, 4.747, -3.157], [-2.693, 1.467, 1.597], [1.841, -1.223, -6.527], [2.774, -1.429, -6.644], [4.086, 4.649, 0.094], [-0.615, -3.391, -2.682], [1.637, -0.655, -5.319], [0.519, -4.094, -3.061], [-5.213, 2.608, 1.224], [2.146, -2.040, 2.731], [-2.548, 2.745, 3.316], [-1.143, -0.080, 3.437], [0.337, -0.319, -4.986], [0.623, -2.316, -0.908], [-1.012, 0.771, 1.828], [-0.345, -0.625, 5.644], [-4.792, 3.737, 3.007], [2.685, -2.887, -0.747], [3.075, 0.297, -2.425], [2.436, -0.032, 0.155], [0.270, -4.016, 3.286], [1.329, 3.369, -2.843], [1.074, 0.480, -2.843], [1.757, -3.037, -1.288], [2.641, 3.808, -2.648], [-3.121, 0.313, -0.141], [-4.746, 1.651, 0.338], [2.593, -4.480, -2.639], [3.323, 3.051, -3.038], [-4.428, 2.990, 2.310], [2.864, -1.260, 2.510], [-2.196, -0.980, 3.606], [2.231, 3.371, -0.341], [0.385, -0.495, 6.436]]
}



[5]
{
  "formula": "C5H28N2O9",
  "method": "ωB97M-V/def2-TZVPD",
  "homo_energy_ev": -8.97,
  "gap_ev": 8.979,
  "smiles": "CN[C@H](C)CNC=O.O.O.O.O.O.O.O.O",
  "lumo_ev": 0.009,
  "species": ["O", "H", "H", "H", "H", "O", "C", "O", "C", "H", "H", "H", "H", "H", "H", "C", "H", "C", "C", "H", "H", "O", "H", "O", "H", "O", "H", "O", "N", "H", "N", "H", "H", "H", "H", "H", "H", "O", "H", "H", "H", "H", "H", "O"],
  "positions_angstrom": [[-2.523, 2.661, 1.642], [-0.437, 1.073, 1.578], [-3.458, 2.604, 1.446], [3.141, 0.639, 1.153], [-1.805, 1.935, -2.592], [1.997, -3.926, 0.711], [2.374, 1.099, 0.639], [-1.781, -3.596, 0.806], [-2.144, 0.477, -0.448], [0.590, -2.581, -1.632], [-1.283, -2.796, 1.254], [-0.503, 2.978, -2.782], [-2.868, -0.300, -0.873], [-2.084, 1.818, 1.698], [0.554, -1.142, 0.620], [-0.002, 1.390, -1.426], [1.686, -2.407, -2.628], [-0.766, 1.977, -2.599], [1.460, 0.983, -1.648], [-0.583, 3.836, 1.912], [-0.338, 0.992, 3.129], [-2.087, -2.626, -1.722], [-1.017, -4.100, 0.393], [0.255, 3.993, 2.230], [-2.280, -3.239, -1.010], [1.976, 2.248, 0.674], [-2.509, -2.928, -2.470], [0.320, -1.733, 1.307], [2.229, 0.386, -0.545], [-0.665, -0.697, -1.529], [-0.735, 0.184, -0.917], [-0.630, 1.276, -3.500], [1.698, 0.278, -2.515], [2.279, -0.682, -0.592], [1.026, 3.765, 1.570], [0.103, 2.195, -0.632], [0.102, -1.091, 2.031], [-0.789, 0.568, 2.334], [2.236, -3.131, 1.274], [-2.400, 1.474, -0.790], [2.101, 1.854, -1.985], [1.785, -3.530, -0.066], [-2.196, 0.481, 0.674], [1.603, -2.353, -1.733]]
}



[6]
{
  "formula": "C21H29Br33N5O3",
  "method": "ωB97M-V/def2-TZVPD",
  "homo_energy_ev": -11.28,
  "total_charge": 1,
  "gap_ev": 8.521,
  "lumo_ev": -2.755,
  "species": ["Br", "Br", "Br", "H", "H", "H", "N", "H", "Br", "C", "Br", "H", "H", "Br", "H", "H", "H", "C", "Br", "H", "N", "H", "N", "H", "H", "Br", "C", "C", "Br", "Br", "C", "Br", "H", "Br", "C", "H", "C", "Br", "H", "H", "H", "Br", "C", "Br", "C", "N", "C", "C", "O", "Br", "C", "Br", "H", "Br", "Br", "C", "Br", "Br", "H", "H", "C", "Br", "C", "O", "Br", "Br", "C", "Br", "O", "Br", "Br", "Br", "C", "H", "H", "H", "Br", "H", "C", "Br", "H", "Br", "C", "C", "N", "H", "C", "H", "Br", "Br", "H"],
  "positions_angstrom": [[1.225, -4.109, -9.464], [-6.026, 7.853, 7.481], [-4.078, 0.567, -0.059], [4.895, -0.305, 1.842], [0.777, -3.007, 1.529], [-2.688, 0.700, -3.371], [1.635, -2.829, -0.404], [-3.585, 7.604, 7.730], [-0.691, 2.514, 12.145], [-4.161, 2.496, -0.079], [-4.305, 5.333, 8.359], [-2.043, -0.840, -2.737], [2.599, 0.066, 2.283], [-1.035, 6.397, 3.011], [3.069, -2.900, -3.951], [0.382, -1.959, -5.063], [-5.176, 5.621, -4.237], [0.692, -5.952, -9.600], [-5.141, 3.175, -6.648], [-0.318, -1.887, -3.436], [3.575, -2.089, 0.355], [2.630, -0.345, 4.014], [3.301, -2.313, -1.985], [6.369, 4.496, 5.886], [-1.962, 0.635, -1.762], [1.056, -5.051, -5.450], [-1.902, 0.241, -2.774], [2.433, -2.545, -3.144], [-7.611, 5.176, -4.156], [-4.147, -7.913, -12.177], [-4.412, 7.252, 8.330], [1.887, -6.520, -2.760], [-3.332, 2.846, -0.680], [-3.246, -9.697, -9.707], [-1.271, 5.585, 4.735], [1.241, -0.784, 3.033], [-0.555, 0.594, -3.332], [-1.174, -9.024, -12.030], [-0.479, 4.861, 4.862], [0.123, 0.193, 12.366], [2.273, 2.843, 6.804], [-1.096, 6.863, 6.158], [1.653, 2.007, 7.099], [-5.846, 7.232, -2.498], [0.362, -1.386, -4.136], [2.945, -2.013, 2.703], [1.745, -1.220, -3.523], [2.872, -2.420, -0.744], [4.807, -2.993, 3.610], [-5.772, 3.123, -0.912], [4.386, -2.022, 3.067], [5.555, 3.543, 8.021], [5.157, -0.095, 3.596], [1.655, 1.914, 9.007], [-0.060, 0.803, 14.750], [-5.038, 2.650, -4.813], [2.024, -7.127, -8.864], [-5.994, 7.453, -5.669], [0.869, -3.135, -0.979], [1.648, -0.649, -2.595], [-6.029, 6.280, -4.153], [2.454, 0.447, 6.291], [0.365, 1.098, 12.903], [0.174, 1.409, -2.850], [6.435, 2.088, 5.338], [-1.027, -6.255, -8.806], [2.327, -0.688, 3.028], [3.991, 4.126, 5.332], [-0.171, -0.098, -4.468], [-0.111, 2.327, 6.396], [4.045, -6.020, -5.042], [-5.143, 0.744, -4.582], [2.199, -6.373, -4.659], [0.606, -6.185, -10.652], [4.245, -1.980, -2.106], [6.236, -1.133, 2.656], [-3.928, 3.196, 1.693], [1.947, -7.326, -5.103], [-3.017, -9.345, -11.582], [2.248, 1.418, 12.657], [-5.898, 3.073, -4.311], [-3.469, 3.384, -3.957], [2.751, -2.271, 1.368], [5.695, 3.683, 6.115], [1.568, -2.752, 0.961], [2.370, -0.634, -4.198], [5.205, -0.800, 2.762], [1.694, -3.306, -2.885], [-4.207, 7.998, 10.087], [-2.932, 4.624, 4.843], [-3.317, -10.238, -12.111]]
}



> What is the formula in the sixth record?

C21H29Br33N5O3